Entry 1:
Molecular formula: C53H146N22O23
Method: DFT, ωB97M-V/def2-TZVPD

The geometry in XYZ format:
```
244
Properties=species:S:1:pos:R:3:forces:R:3
C 5.812 2.624 1.400 -1.49 0.30 -0.81
O 6.188 2.680 0.207 0.22 -0.21 1.01
N 5.445 1.442 1.988 0.94 -0.75 -0.45
N 5.475 3.763 2.085 0.96 -0.34 -2.40
H 5.137 1.273 2.950 -0.08 0.74 -0.35
H 5.636 0.612 1.423 -0.01 0.62 0.34
H 5.727 4.651 1.654 -0.05 -0.21 0.19
H 5.435 3.715 3.046 -0.30 -0.04 2.32
C -1.808 1.759 -4.511 1.83 2.47 -0.58
O -2.691 2.349 -3.857 0.67 -1.03 -0.63
N -2.089 0.585 -5.123 0.07 -0.35 0.27
N -0.538 2.336 -4.758 -1.49 -1.02 0.39
H -1.503 0.141 -5.811 0.10 0.23 0.10
H -3.044 0.301 -5.008 -0.09 -0.21 -0.15
H -0.300 3.210 -4.288 -0.45 -0.24 0.06
H 0.261 1.809 -5.142 -0.95 0.07 0.15
C 2.039 6.993 -2.131 1.51 -0.73 1.26
O 1.041 7.588 -1.685 1.16 0.28 -0.71
N 1.979 5.759 -2.684 -0.73 0.93 -0.08
N 3.402 7.447 -1.875 -2.52 0.31 0.38
H 1.031 5.304 -2.864 1.11 0.62 0.37
H 2.850 5.298 -2.840 0.27 -0.19 -0.33
H 3.474 8.446 -1.642 0.05 -0.94 -0.38
H 4.152 6.956 -2.347 -0.11 0.35 -0.48
C -1.440 5.171 -2.326 -0.99 0.51 -0.14
O -0.422 4.723 -2.877 -0.49 -0.69 -0.02
N -2.679 4.629 -2.535 2.87 -0.70 -0.98
N -1.348 6.254 -1.481 2.23 -0.22 -0.53
H -2.723 3.853 -3.256 -0.30 0.72 1.08
H -3.408 5.142 -2.160 -1.80 0.60 0.50
H -0.403 6.759 -1.606 -1.36 -0.57 0.39
H -2.114 6.875 -1.396 -0.82 0.29 0.06
C 5.530 4.822 -2.883 0.09 1.03 2.15
O 4.913 5.635 -3.598 0.95 -0.80 0.90
N 6.086 5.080 -1.615 -0.35 0.40 -0.91
N 5.672 3.522 -3.147 -0.83 -1.10 -2.29
H 6.259 4.268 -1.008 -0.19 0.68 -0.07
H 6.059 6.010 -1.207 0.06 -0.51 -0.32
H 6.285 2.916 -2.616 -0.44 0.09 -0.23
H 5.183 3.199 -4.002 0.68 -0.09 0.98
C 1.622 0.025 -4.196 3.94 -0.41 1.63
O 1.396 0.313 -5.342 -1.54 0.59 -2.42
N 0.722 -0.396 -3.296 -0.01 0.12 2.20
N 2.947 0.089 -3.790 -1.96 -0.25 1.17
H -0.164 -0.120 -3.635 -1.40 -0.04 0.12
H 0.879 -0.220 -2.258 -0.05 -0.34 -1.64
H 3.602 0.247 -4.501 1.12 0.30 -1.11
H 3.256 -0.385 -2.968 0.14 -0.10 0.34
C 6.941 -0.371 -1.377 -0.65 1.41 -0.88
O 5.844 -0.015 -1.808 0.04 -0.13 0.65
N 7.206 -1.665 -1.110 1.21 -0.09 0.40
N 7.946 0.586 -1.257 -0.92 0.05 -0.30
H 8.190 -1.903 -1.186 -0.64 -0.65 0.30
H 6.440 -2.325 -1.149 0.55 0.13 -0.33
H 7.517 1.500 -1.124 0.19 -0.25 0.06
H 8.822 0.484 -0.785 0.07 -0.52 0.33
C 2.533 1.528 4.250 -2.28 0.99 -1.15
O 3.731 1.611 4.463 1.01 -0.23 -0.02
N 1.901 1.883 3.079 1.20 -0.48 0.30
N 1.621 1.176 5.206 1.88 -0.36 1.17
H 2.431 2.130 2.247 -0.34 0.00 0.36
H 0.904 1.728 3.022 -0.15 0.16 -0.20
H 0.635 1.277 5.083 -0.49 0.17 0.11
H 2.046 1.242 6.133 -0.73 -0.23 -0.39
C -0.172 -4.411 6.174 0.43 1.97 1.08
C 0.730 -3.702 5.148 -2.06 -0.89 0.53
C 1.424 -2.591 5.781 0.93 1.46 2.00
O 1.575 -4.675 4.572 0.02 -0.61 0.11
H 0.430 -4.661 7.084 -0.50 -0.20 -0.81
H -0.641 -5.240 5.722 -0.53 -1.22 -0.26
H -0.973 -3.690 6.531 0.84 -0.76 -0.49
H 0.071 -3.248 4.408 -0.09 -0.22 -0.57
H 0.690 -1.826 6.201 1.10 -0.75 -1.08
H 2.151 -2.209 5.081 0.00 0.96 -0.23
H 2.030 -2.895 6.658 -0.30 -0.20 -0.30
H 2.217 -4.263 3.997 0.25 0.37 -0.19
C 3.306 6.249 2.292 -0.60 -0.65 1.03
C 4.347 7.307 2.107 0.61 -0.03 -1.80
C 5.030 7.581 3.404 -0.47 1.45 0.03
O 5.343 6.793 1.103 -0.90 0.57 0.86
H 2.692 5.947 1.466 -0.17 0.51 -0.59
H 2.658 6.553 3.110 -0.35 0.15 0.00
H 3.727 5.293 2.646 0.25 0.52 -0.12
H 4.004 8.323 1.702 -0.08 -1.54 0.45
H 5.620 6.793 3.810 0.08 -0.92 0.35
H 4.288 8.000 4.118 0.47 -0.59 -0.25
H 5.697 8.385 3.196 0.85 0.74 0.12
H 4.806 6.706 0.299 0.06 -0.01 0.05
C 2.491 -7.596 1.090 -0.77 -1.64 -0.38
C 1.004 -7.208 1.216 1.49 -0.06 -0.10
C 0.159 -8.244 1.921 1.40 -0.33 0.67
O 1.000 -5.913 1.810 -1.01 0.28 -0.29
H 2.565 -8.703 1.176 0.17 0.56 -0.04
H 3.066 -7.158 1.915 0.04 0.05 -0.51
H 2.812 -7.359 0.072 0.57 0.36 0.45
H 0.593 -7.061 0.221 -0.07 0.11 -0.12
H 0.587 -8.556 2.881 0.50 -0.09 -0.15
H -0.038 -9.157 1.345 -0.12 0.50 -0.03
H -0.684 -7.726 2.235 -2.26 0.45 0.09
H 1.222 -5.971 2.740 0.01 -0.07 0.49
C -9.869 -3.758 -1.393 1.15 1.86 0.28
O -8.526 -4.129 -1.349 -0.16 -0.78 0.15
C -7.703 -3.191 -0.728 0.91 0.56 -1.69
C -6.309 -3.444 -1.404 -1.87 2.81 0.98
N -5.466 -2.272 -1.167 1.46 -0.72 -0.76
C -4.038 -2.592 -1.344 0.18 0.16 1.05
C -3.607 -2.641 -2.750 -1.06 0.54 -1.57
O -2.227 -2.714 -2.857 0.67 -0.63 -0.41
C -1.810 -2.855 -4.221 0.16 0.19 1.45
H -10.306 -4.417 -2.067 -1.27 -1.17 -0.93
H -9.930 -2.724 -1.792 -0.23 -0.31 0.03
H -10.310 -3.742 -0.412 -0.50 -0.26 0.51
H -7.771 -3.253 0.369 0.34 0.03 -0.19
H -8.008 -2.184 -1.095 0.11 -0.23 0.62
H -6.540 -3.502 -2.464 0.12 -0.32 -0.08
H -5.941 -4.339 -1.021 1.07 -1.82 0.48
H -5.438 -1.974 -0.203 -1.01 -0.15 0.54
H -3.728 -3.511 -0.825 -0.28 -0.35 -0.19
H -3.425 -1.849 -0.852 -0.05 0.66 0.18
H -3.893 -1.709 -3.283 -0.45 -0.25 0.26
H -4.151 -3.474 -3.239 0.47 0.04 -0.21
H -0.744 -2.737 -4.131 0.56 -0.41 -0.43
H -2.146 -2.007 -4.811 -0.47 -0.10 -0.27
H -2.126 -3.832 -4.609 0.11 0.28 -0.21
C -1.240 0.283 7.107 -1.56 -0.90 -1.23
O -1.270 0.907 5.822 -0.29 -0.45 0.30
C -1.774 0.172 4.698 1.19 0.23 0.48
C -2.300 1.154 3.720 -0.01 -0.38 -1.77
N -1.283 2.167 3.340 -1.06 -1.32 -2.01
C -1.734 2.933 2.117 -1.71 -0.54 1.26
C -0.900 4.163 2.019 -0.20 -0.04 -0.40
O -1.109 5.005 3.118 -0.57 -0.09 0.54
C -0.466 6.256 3.053 -0.62 0.26 0.01
H -2.285 -0.078 7.370 1.16 0.00 -0.30
H -1.062 1.105 7.747 0.66 0.52 1.04
H -0.494 -0.546 7.181 -0.54 0.70 0.06
H -2.503 -0.588 4.888 -0.85 -0.15 0.86
H -0.956 -0.381 4.246 0.55 0.02 -0.22
H -3.235 1.641 4.065 0.24 -0.27 -0.12
H -2.514 0.500 2.822 -0.07 0.99 0.60
H -1.322 2.824 4.070 0.34 1.19 1.09
H -2.839 3.194 2.253 1.10 0.01 -0.15
H -1.736 2.365 1.163 0.56 -0.03 0.86
H -1.155 4.667 1.083 0.20 0.24 -0.12
H 0.123 3.827 2.019 0.54 -0.05 -0.08
H -1.179 6.988 3.471 0.51 -0.15 -0.07
H -0.261 6.531 2.020 0.06 0.12 -0.22
H 0.471 6.266 3.609 0.05 -0.05 0.12
C 6.446 0.351 -4.848 -0.08 2.26 -0.19
O 5.337 0.468 -5.661 -1.94 -0.83 -0.30
C 5.434 1.175 -6.883 -0.47 -0.34 -0.10
C 4.005 1.533 -7.239 -0.49 -0.40 -0.03
N 3.437 2.526 -6.356 -0.79 -1.19 0.51
C 3.680 3.890 -6.676 -0.72 1.63 -0.71
C 2.682 4.816 -5.902 0.15 -2.19 1.63
O 1.360 4.203 -5.857 0.93 1.75 -0.64
C 0.736 4.392 -7.104 -0.30 -1.07 -0.45
H 6.288 -0.346 -4.071 -0.01 -1.16 0.32
H 6.624 1.297 -4.345 0.00 0.48 0.44
H 7.277 0.284 -5.478 1.86 -1.13 -0.63
H 5.781 0.507 -7.697 0.56 0.46 0.41
H 6.005 2.057 -6.688 0.94 0.64 -0.39
H 3.578 0.546 -6.999 -0.81 0.51 -0.45
H 3.816 1.795 -8.324 0.55 -0.38 0.83
H 2.471 2.271 -6.074 1.01 0.64 -0.45
H 3.660 4.152 -7.783 -0.33 -0.56 0.71
H 4.688 4.180 -6.392 0.26 0.18 0.27
H 2.701 5.849 -6.236 -0.28 0.03 -0.27
H 2.924 4.795 -4.825 0.39 0.23 -0.75
H 0.794 5.415 -7.504 0.25 -0.13 0.24
H -0.319 4.155 -6.959 0.02 -0.14 -0.18
H 1.200 3.665 -7.815 -0.52 0.61 0.03
C -6.911 -7.419 3.356 0.44 -0.70 -1.14
O -6.227 -6.515 2.430 -0.48 -0.82 0.66
C -5.831 -7.096 1.176 0.14 -0.81 0.72
C -4.573 -7.944 1.330 1.60 -0.41 0.26
N -3.349 -7.266 1.817 0.04 0.28 0.30
C -2.969 -5.993 1.210 0.15 0.40 -0.02
C -2.295 -6.175 -0.168 0.50 -0.35 0.79
O -3.236 -6.088 -1.213 0.15 -0.24 0.42
C -2.574 -5.987 -2.431 0.18 -1.26 -0.93
H -7.940 -7.087 3.461 -0.31 -0.18 -0.40
H -6.543 -7.408 4.390 0.68 0.29 -0.42
H -6.843 -8.495 2.988 -0.27 1.35 0.42
H -5.543 -6.268 0.543 -0.32 0.29 -0.23
H -6.635 -7.684 0.662 0.41 0.51 0.56
H -4.275 -8.400 0.388 -0.35 0.28 -0.59
H -4.589 -8.841 1.962 -0.88 0.28 0.22
H -3.327 -7.165 2.826 -0.37 -0.10 -0.22
H -2.211 -5.476 1.863 -0.75 -0.62 -0.42
H -3.867 -5.323 1.146 0.85 -0.09 -0.27
H -1.713 -7.137 -0.168 -0.86 0.29 -0.06
H -1.485 -5.450 -0.320 -0.31 0.48 0.06
H -1.895 -5.169 -2.483 0.50 0.93 0.14
H -3.274 -5.935 -3.226 -1.07 0.60 -0.53
H -2.027 -6.886 -2.752 0.28 -0.26 0.73
C -0.704 -2.026 1.821 1.11 -0.16 -0.65
O 0.437 -1.362 2.403 -0.45 0.10 -0.63
C 1.714 -1.751 1.906 -0.80 -1.29 0.56
C 1.913 -1.507 0.436 -0.09 -1.28 -1.22
N 1.625 -0.152 -0.033 2.53 1.12 -0.44
C 2.908 0.662 -0.107 0.42 0.36 -1.06
C 2.672 2.099 -0.637 -0.08 -0.53 1.79
O 2.087 2.872 0.467 0.23 -1.63 -0.61
C 1.655 4.111 0.022 1.46 0.25 -3.16
H -1.362 -2.223 2.630 -0.82 -0.17 0.77
H -0.439 -2.987 1.354 0.13 0.12 0.23
H -1.237 -1.447 1.057 0.27 0.31 0.14
H 1.877 -2.823 2.212 -0.06 0.57 -0.77
H 2.414 -1.199 2.471 0.79 0.95 0.77
H 1.174 -2.131 -0.112 0.65 -0.15 0.25
H 2.970 -1.857 0.138 -1.58 0.64 0.32
H 1.074 0.337 0.648 -0.66 0.08 0.49
H 3.646 0.198 -0.841 -1.00 0.27 0.97
H 3.441 0.783 0.861 -0.44 -0.42 -0.40
H 1.990 2.039 -1.482 -0.18 0.34 -0.17
H 3.618 2.589 -0.904 -0.10 -0.27 -0.17
H 2.508 4.819 -0.053 -0.28 -0.37 -0.31
H 0.957 4.549 0.648 -1.18 0.56 1.09
H 1.223 3.976 -1.015 0.19 0.51 1.11
C -4.114 -3.112 4.408 0.02 -0.22 -0.08
O -4.375 -1.757 4.143 0.92 0.44 0.44
C -5.744 -1.537 4.010 -0.44 1.24 -0.67
C -6.127 -1.939 2.580 0.23 0.96 -0.47
N -5.180 -1.405 1.579 -0.60 -0.31 0.50
C -5.177 0.041 1.464 -1.50 0.39 1.83
C -4.625 0.556 0.189 -0.45 0.64 -1.22
O -3.239 0.409 0.185 1.27 -0.03 0.28
C -2.543 0.984 -0.922 0.37 -0.59 0.88
H -4.315 -3.744 3.518 0.26 0.09 0.43
H -4.800 -3.402 5.211 0.29 -0.49 0.09
H -3.067 -3.204 4.732 -0.35 -0.06 -0.16
H -5.972 -0.458 4.168 0.46 -0.57 -0.08
H -6.247 -2.073 4.805 -0.60 -0.32 0.01
H -7.092 -1.502 2.272 -0.03 -0.63 0.41
H -6.098 -3.018 2.510 -0.41 -0.29 -0.26
H -4.285 -1.826 1.712 0.77 0.12 0.16
H -4.712 0.627 2.327 -0.34 -0.87 -0.83
H -6.289 0.273 1.528 1.20 0.22 -0.33
H -4.924 1.626 0.137 0.21 -0.31 -0.25
H -5.033 -0.001 -0.679 -0.13 0.47 0.32
H -1.529 0.555 -0.938 -0.44 -0.18 -0.13
H -2.395 2.039 -0.816 -0.19 0.93 0.23
H -3.068 0.844 -1.840 -0.32 -0.40 -0.80
```
Positions in Å, forces in eV/Å.

Output
Multiplicity ... 1
LUMO ... 0.3 eV
Maximum force ... 0.0833 hartree/bohr

=====

Entry 2:
Molecular formula: C3H5ClS
Method: DFT, ωB97M-V/def2-TZVPD

The geometry in XYZ format:
```
10
Properties=species:S:1:pos:R:3:forces:R:3
S -2.843 -0.141 -0.233 1.39 2.86 -1.33
C -1.154 0.015 0.692 0.22 -1.71 0.65
C 0.240 -0.314 0.010 1.45 3.52 1.82
C 1.110 0.827 0.013 0.47 -8.07 -0.57
Cl 2.778 -0.183 -0.136 -0.20 2.15 -0.14
H -2.866 1.274 -1.164 0.38 -3.32 2.32
H -1.218 -0.654 1.724 -0.14 1.67 -2.81
H -1.069 1.064 0.974 -0.26 -0.18 0.20
H 0.895 -1.324 -0.039 -2.70 2.27 -0.18
H 1.343 1.830 0.254 -0.61 0.82 0.03
```
Positions in Å, forces in eV/Å.

Output
Multiplicity ... 1
ΔE to the lowest compared entry with this formula, charge and spin ... 343.81 kJ/mol
LUMO ... 0.1 eV
SMILES ... SC/C=C/Cl
Maximum force ... 0.1576 hartree/bohr

=====

Entry 3:
Molecular formula: C23H20N2O4S
Method: DFT, ωB97M-V/def2-TZVPD

The geometry in XYZ format:
```
50
Properties=species:S:1:pos:R:3:forces:R:3
C 2.279 2.536 -2.589 -0.03 0.23 -0.23
O 2.205 1.549 -1.587 0.14 -0.34 0.39
C 3.353 1.070 -1.043 0.07 -0.21 0.17
C 4.633 1.448 -1.422 -0.24 0.09 -0.10
C 5.735 0.895 -0.798 0.10 -0.26 0.29
C 5.571 -0.039 0.218 -0.24 0.24 -0.26
C 6.775 -0.595 0.868 0.60 0.08 -0.07
O 7.909 -0.314 0.561 -0.06 0.01 -0.02
O 6.500 -1.456 1.858 -0.34 -0.32 0.34
C 4.291 -0.430 0.609 0.14 0.09 -0.03
C 3.181 0.112 -0.014 0.48 0.08 -0.17
N 1.860 -0.182 0.312 -0.96 0.33 -0.18
C 1.338 -1.176 1.038 0.26 -0.17 0.04
S 2.112 -2.437 1.763 0.19 -0.35 0.20
N -0.049 -1.148 1.196 -0.07 0.07 -0.01
C -0.954 -0.253 0.697 0.03 -0.10 0.23
O -0.644 0.693 0.003 -0.07 0.18 -0.11
C -2.394 -0.607 1.047 -0.09 0.15 -0.13
C -3.236 0.643 1.200 0.00 0.00 0.05
C -4.503 0.749 0.645 0.07 -0.09 0.03
C -5.254 1.898 0.830 -0.10 0.08 0.01
C -4.748 2.950 1.571 -0.09 0.03 -0.04
C -3.489 2.846 2.137 0.09 0.02 0.10
C -2.741 1.698 1.957 -0.09 0.02 0.00
C -2.855 -1.530 -0.059 -0.06 -0.19 0.06
C -3.252 -2.831 0.219 0.00 0.11 0.02
C -3.663 -3.669 -0.804 -0.04 -0.12 -0.06
C -3.672 -3.217 -2.112 -0.04 -0.09 -0.01
C -3.269 -1.922 -2.396 0.02 0.05 -0.03
C -2.862 -1.082 -1.376 0.00 -0.02 -0.01
H 1.245 2.772 -2.837 0.10 0.02 -0.02
H 2.791 2.162 -3.480 -0.01 0.01 0.06
H 2.782 3.437 -2.227 -0.01 -0.05 0.00
H 4.779 2.173 -2.207 -0.03 0.06 -0.07
H 6.734 1.181 -1.086 0.08 0.03 -0.03
H 7.326 -1.791 2.241 0.01 0.22 -0.25
H 4.177 -1.154 1.397 -0.06 0.04 -0.03
H 1.174 0.451 -0.117 0.09 -0.21 0.19
H -0.388 -1.933 1.740 0.10 0.16 -0.11
H -2.412 -1.150 2.000 0.06 -0.01 -0.13
H -4.909 -0.067 0.066 -0.02 -0.04 -0.05
H -6.238 1.967 0.391 -0.08 0.01 -0.03
H -5.334 3.847 1.711 -0.05 0.07 0.01
H -3.089 3.661 2.723 0.03 0.07 0.05
H -1.761 1.622 2.407 0.11 0.03 0.03
H -3.251 -3.190 1.239 0.01 -0.01 0.11
H -3.975 -4.678 -0.576 -0.02 -0.08 0.01
H -3.991 -3.872 -2.908 -0.03 -0.06 -0.06
H -3.273 -1.566 -3.415 0.00 0.03 -0.08
H -2.545 -0.073 -1.592 0.02 0.10 -0.04
```
Positions in Å, forces in eV/Å.

Output
Multiplicity ... 1
ΔE to the lowest compared entry with this formula, charge and spin ... 82.42 kJ/mol
LUMO ... 0.3 eV
SMILES ... COc1ccc(C(=O)O)cc1NC(=S)NC(=O)C(c1ccccc1)c1ccccc1
Maximum force ... 0.0200 hartree/bohr

=====

Entry 4:
Molecular formula: C12H28NNdO3P2
Method: DFT, ωB97M-V/def2-TZVPD

The geometry in XYZ format:
```
47
Properties=species:S:1:pos:R:3:forces:R:3
C -0.833 0.763 -3.351 1.14 0.90 -0.77
C -0.838 0.310 -2.006 -1.23 -0.92 0.33
N 0.204 0.637 -1.159 -0.29 -0.21 0.67
C 0.900 1.746 -1.467 0.13 0.91 -1.01
C 0.845 2.328 -2.723 0.70 0.84 0.64
C 0.017 1.792 -3.718 -0.85 -1.25 0.35
C -1.985 -0.424 -1.592 1.84 -0.14 0.83
P -2.516 -0.595 0.138 -0.32 -3.13 -1.59
Nd 0.325 -1.156 0.844 -3.06 2.64 0.04
P 2.277 1.422 0.971 -0.03 0.29 -0.99
C 1.698 2.512 -0.423 -0.06 -0.07 0.47
O -0.404 -3.410 -2.288 -0.97 -0.70 -3.03
O -0.652 -3.916 0.801 0.85 -0.50 0.53
H -1.567 0.328 -4.018 0.03 0.18 -0.11
H 1.418 3.258 -2.870 -0.32 -0.57 -0.15
H 0.006 2.200 -4.716 -0.02 0.06 -0.16
C -3.997 0.490 0.081 0.45 0.40 0.38
C -3.520 -2.222 -0.031 0.22 0.53 -0.23
H 2.523 3.072 -0.921 -0.42 -0.43 0.46
H 1.043 3.273 0.052 0.11 -0.43 -0.31
H -1.189 -3.629 -2.924 1.76 0.67 2.06
H -2.456 -1.017 -2.386 -0.30 0.40 0.43
C 2.706 2.611 2.293 0.07 0.07 0.40
C 3.974 1.145 0.320 0.25 -0.01 0.17
H 2.889 -1.563 0.655 0.17 -0.18 -0.24
H -0.287 -4.618 1.405 -0.55 0.97 -1.24
H -0.541 -4.188 -0.132 -0.01 -0.10 0.52
H 0.297 -3.278 -2.983 -0.70 -0.05 1.24
H -1.177 0.360 1.065 1.13 0.92 -0.19
H 2.639 -1.508 1.347 0.35 -0.10 0.37
H -4.743 0.086 -0.629 0.55 0.18 0.31
H -4.434 0.591 1.071 -0.20 0.21 0.06
H -3.598 1.442 -0.282 -0.43 0.08 0.17
H -4.350 -2.113 -0.732 -0.05 -0.11 -0.13
H -2.856 -3.030 -0.356 -0.11 0.15 0.12
H -3.928 -2.467 0.948 -0.04 -0.11 0.10
H 4.479 2.116 0.185 -0.10 -0.42 -0.02
H 4.540 0.538 1.031 0.11 0.05 -0.09
H 3.938 0.616 -0.636 -0.01 0.05 0.03
H 3.699 3.058 2.158 -0.24 -0.07 -0.10
H 1.970 3.415 2.380 -0.02 -0.18 -0.02
H 2.713 2.053 3.233 -0.01 0.17 0.03
C 0.150 -0.597 4.319 0.00 0.07 -0.91
O 0.294 -0.732 2.919 0.40 -0.87 0.49
H 0.999 -1.044 4.826 0.26 -0.10 0.22
H -0.747 -1.107 4.659 -0.23 -0.11 0.10
H 0.076 0.448 4.640 0.02 0.05 -0.19
```
Positions in Å, forces in eV/Å.

Output
Multiplicity ... 4
ΔE to the lowest compared entry with this formula, charge and spin ... 102.60 kJ/mol
LUMO (spin up / spin down) ... -0.3 / -0.3 eV
Maximum force ... 0.0785 hartree/bohr